69
Properties=species:S:1:pos:R:3 method="wB97M-V/def2-TZVPD" charge=-1 gap_ev=6.452
C -1.87870 4.43233 -2.48630
Si -0.36760 4.29290 -1.42021
C 1.10746 3.50469 -2.22461
C 0.08875 5.91801 -0.63954
O -0.95905 3.18079 -0.24956
C -0.30269 2.59133 0.78609
C -0.23116 1.21259 0.83544
C 0.40698 0.57461 1.97175
C 0.29356 1.03145 3.31098
C 1.11178 0.51804 4.31134
C 1.96378 -0.56223 4.04654
C 1.96361 -1.13367 2.76829
C 1.18743 -0.58259 1.75512
C 0.33452 3.50742 1.75339
C 1.72103 3.44947 1.97411
C 2.33694 4.44290 2.73034
C 1.57139 5.47174 3.29083
C 0.18138 5.49709 3.11350
C -0.43962 4.52138 2.34310
H -1.66756 5.06247 -3.36190
H -2.22102 3.44659 -2.83145
H -2.71007 4.88168 -1.92383
H 1.45373 4.16434 -3.03255
H 1.93683 3.35897 -1.52051
H 0.86348 2.52468 -2.65415
H 0.27373 6.63096 -1.45639
H -0.72146 6.31155 -0.01366
H 0.99564 5.86212 -0.02557
H -0.64481 0.59715 0.02421
H -0.43998 1.80527 3.54462
H 1.08314 0.94556 5.31418
H 2.58923 -0.98262 4.83649
H 2.56951 -2.01700 2.56074
H 1.19375 -0.99728 0.74857
H 2.28323 2.61365 1.55869
H 3.41602 4.41494 2.89249
H 2.05480 6.25220 3.88353
H -0.42300 6.28557 3.57063
H -1.52157 4.52310 2.19379
O 2.55127 -7.13467 -1.11934
C 1.76350 -6.32744 -1.40658
Co 0.06659 -5.65844 -1.73313
C -0.77395 -7.22967 -1.97621
O -1.30430 -8.25603 -2.05949
C -0.44828 -5.21129 -0.13692
O -0.82499 -5.02980 0.94420
C 0.28442 -4.79066 -3.26037
C -0.78794 -4.29726 -2.49059
C -1.71012 -3.29518 -2.52076
C -2.42871 -2.88255 -1.32099
C -3.83724 -3.01239 -1.28346
C -4.55488 -2.60162 -0.16437
C -3.91747 -1.95127 0.90117
C -2.52683 -1.80778 0.86935
C -1.78311 -2.33961 -0.18146
Co 2.01806 -4.31692 -2.57753
C 3.59010 -4.90575 -3.03232
O 4.64048 -5.34609 -3.22136
C 2.02017 -3.36846 -1.08861
O 2.15376 -2.90185 -0.03341
C 2.13844 -3.15293 -3.85336
O 2.27879 -2.40556 -4.72468
H 0.26280 -5.07132 -4.31733
H -2.07558 -2.92145 -3.49898
H -4.36011 -3.46773 -2.13201
H -5.63283 -2.75881 -0.10437
H -4.51183 -1.56271 1.73162
H -2.05118 -1.27066 1.68529
H -0.69244 -2.27624 -0.17254

=====

80
Properties=species:S:1:pos:R:3 method="wB97M-V/def2-TZVPD" charge=+1 gap_ev=6.092
Re 0.83670 0.26610 -0.65380
C -5.58990 3.07480 -0.17080
C -4.23300 2.52890 0.12800
C -4.02310 1.62730 1.16770
C -2.77020 1.12260 1.42450
C -1.65250 1.46090 0.64100
N -0.41530 0.87610 0.89980
C -0.10090 0.67930 2.23660
C -0.58030 1.60040 3.18980
C -0.36430 1.44930 4.53760
C 0.33110 0.34900 5.03320
C 0.57210 0.14520 6.49080
C 0.88010 -0.52740 4.11200
C 0.70710 -0.36500 2.74040
C 1.59390 -1.20840 1.83320
O 1.40070 -0.95010 0.50270
C 3.07230 -0.76140 2.08410
F 3.88120 -1.31350 1.18250
F 3.53700 -1.03900 3.29600
F 3.13290 0.56350 1.91630
C 1.47810 -2.75590 2.02820
F 0.56900 -3.08990 2.95930
F 2.61430 -3.33840 2.36910
F 1.04600 -3.33270 0.89590
C -1.87750 2.35880 -0.42650
C -3.13950 2.89020 -0.64990
C -0.72110 2.72090 -1.34910
O 0.11720 1.64160 -1.52000
C 0.11270 3.87760 -0.73220
F -0.62250 4.96710 -0.52060
F 0.60060 3.48950 0.45320
F 1.15150 4.20310 -1.49250
C -1.16710 3.10480 -2.79030
F -1.72770 4.30480 -2.90640
F -0.12630 3.07140 -3.61660
F -2.04890 2.19930 -3.23590
H -6.23130 3.03080 0.70550
H -6.05720 2.48500 -0.96050
H -5.52510 4.10340 -0.51780
H -4.84970 1.31940 1.78950
H -2.63080 0.44480 2.25440
H -1.10480 2.47280 2.82850
H -0.74720 2.19520 5.21800
H -0.27160 0.49210 7.08010
H 1.44880 0.71420 6.80000
H 0.76190 -0.90330 6.70530
H 1.47740 -1.34790 4.47910
H -3.29730 3.59770 -1.44900
C -3.89230 -3.10810 3.85800
C -2.59900 -3.67110 3.28040
N -2.74420 -4.14650 1.91910
C -3.37960 -5.43380 1.66450
C -4.77790 -5.28050 1.07530
C -2.36920 -3.40620 0.90980
S -1.65250 -1.80570 1.08680
N -2.47430 -3.73800 -0.37010
C -1.99580 -2.81320 -1.15790
O -1.51730 -1.71510 -0.55360
C -1.95060 -2.91330 -2.58570
C -2.48780 -4.04920 -3.21050
C -2.38420 -4.18850 -4.57730
C -1.74430 -3.21370 -5.33480
C -1.22650 -2.07830 -4.72370
C -1.34760 -1.91310 -3.35940
H -3.69150 -2.73960 4.85930
H -4.66050 -3.87310 3.92240
H -4.26290 -2.28170 3.25740
H -2.24600 -4.50220 3.89560
H -1.83040 -2.89310 3.28900
H -3.42160 -5.97280 2.60970
H -2.75350 -5.99300 0.96620
H -5.45690 -4.80680 1.77990
H -5.16580 -6.26440 0.82830
H -4.73990 -4.68810 0.16520
H -2.96390 -4.80390 -2.60470
H -2.78900 -5.07040 -5.04970
H -1.65540 -3.33900 -6.40340
H -0.71520 -1.32370 -5.29970
H -0.95850 -1.02930 -2.87640
Se 1.78400 -0.66080 -2.47290

=====

72
Properties=species:S:1:pos:R:3 method="wB97M-V/def2-TZVPD" multiplicity=4 s2=3.811 charge=+1 gap_ev="7.286 / 6.501"
Re -0.39436 0.18798 0.08990
C -2.71769 4.17827 -0.36491
C -2.73311 3.55772 0.99883
N -3.59487 3.99668 1.88561
C -3.65308 3.44494 3.10528
C -2.84936 2.40364 3.50265
C -2.94022 1.86675 4.91163
O -2.90558 0.44935 4.99583
C -1.92497 1.88998 2.56682
C -0.94624 0.92186 2.96186
N -0.18464 0.26101 2.15090
C 0.88119 -0.50585 2.70788
C 0.70968 -1.24931 3.87158
C 1.75473 -1.98931 4.39261
C 2.99409 -1.99149 3.77267
C 3.18502 -1.26449 2.60679
C 2.12785 -0.54116 2.09684
I 2.34896 0.50099 0.25021
C -1.85260 2.47614 1.28502
O -0.98668 2.10125 0.37585
H -3.25084 5.12399 -0.33765
H -3.21804 3.51777 -1.07886
H -1.69151 4.32710 -0.70292
H -4.38289 3.86923 3.78612
H -3.83574 2.27065 5.38780
H -2.07772 2.22175 5.48244
H -3.77014 0.09227 4.76707
H -0.77773 0.79780 4.02463
H -0.26896 -1.27972 4.33450
H 1.58889 -2.58461 5.28008
H 3.81140 -2.56908 4.18203
H 4.14192 -1.27389 2.10398
S -2.68744 -0.36400 -0.28786
Sb -2.27539 -1.05777 -2.52320
C -1.76993 -3.09580 -2.95263
C -0.45269 -3.44018 -2.94871
C -0.03518 -4.70315 -2.27014
C -1.14566 -5.69524 -2.15043
C -2.43255 -5.36899 -2.42199
C -2.78890 -4.04083 -2.74819
C -4.20148 -0.62709 -3.29103
C -5.29352 -1.07441 -2.55409
C -6.57478 -0.77519 -2.99036
C -6.75617 -0.02444 -4.14460
C -5.66223 0.43202 -4.86511
C -4.37590 0.12823 -4.44287
C -0.78465 0.35746 -3.12586
C 0.34928 0.02955 -3.86050
C 1.32758 0.99332 -4.05389
C 1.17290 2.27097 -3.52946
C 0.03256 2.59710 -2.81077
C -0.95076 1.63799 -2.60003
H 0.33447 -2.72924 -3.14966
H 0.84720 -5.15854 -2.71940
H -0.88524 -6.67696 -1.77720
H -3.21334 -6.11014 -2.31548
H -3.83049 -3.74956 -2.78438
H -5.14269 -1.63462 -1.63775
H -7.42997 -1.12095 -2.42513
H -7.75701 0.20934 -4.48238
H -5.80964 1.02837 -5.75587
H -3.51765 0.48068 -5.00363
H 0.47331 -0.95468 -4.29167
H 2.21901 0.74073 -4.61337
H 1.94070 3.01526 -3.69490
H -0.09761 3.59393 -2.41095
H -1.84115 1.89098 -2.03707
O 0.49298 -4.29317 -0.92228
Se -0.33805 -3.02252 -0.06791
O 0.37264 -2.92417 1.33153
O 0.01863 -1.63303 -0.94750
O -1.88888 -3.31417 -0.07036

=====

75
Properties=species:S:1:pos:R:3 method="wB97M-V/def2-TZVPD" multiplicity=2 s2=0.759 gap_ev="6.327 / 6.314"
W -0.33031 0.69594 -0.04245
O 2.82811 -3.12774 2.34743
C 2.37946 -3.71175 1.22406
C 2.85276 -4.98841 0.92062
C 2.41496 -5.64355 -0.21206
C 1.49905 -5.04464 -1.07435
C 1.03701 -3.77676 -0.78408
C 1.46294 -3.09413 0.35617
C 0.98260 -1.72987 0.61436
O 0.28857 -1.15212 -0.37274
N 1.26876 -1.09007 1.68993
N 0.95481 0.28245 1.61883
C -0.12373 0.67582 2.55224
C -0.00564 2.17972 2.44131
C -0.05837 3.13532 3.43826
C 0.12540 4.46133 3.07579
C 0.35748 4.79912 1.74917
C 0.34286 3.79302 0.79991
N 0.13721 2.52346 1.15358
H 2.39658 -2.24301 2.41535
H 3.56368 -5.44195 1.59791
H 2.79146 -6.63542 -0.42899
H 1.16276 -5.55875 -1.96407
H 0.34354 -3.27786 -1.44766
H -0.14507 -1.09144 3.65965
H -0.25878 2.83345 4.45567
H 0.09212 5.23525 3.83191
H 0.53211 5.81936 1.44163
H 0.50418 3.99183 -0.25155
N 1.02145 0.21409 4.72567
C -0.14986 -0.02077 3.90133
N -1.33899 0.33435 4.64346
C -2.46049 -0.16066 4.27147
N -3.56671 0.02395 5.05812
N -2.81083 -0.89202 3.10960
C -2.23453 -0.54713 2.00059
N -1.29437 0.35930 1.73367
C -2.76491 -1.10850 0.69643
C -3.78734 -2.03282 0.64240
C -4.25012 -2.42426 -0.60678
C -3.69345 -1.86282 -1.74428
C -2.66768 -0.93804 -1.61189
N -2.20796 -0.58871 -0.41351
H 0.98983 1.12622 5.16123
H 1.86762 0.13326 4.17299
H -3.41493 0.30922 6.00836
H -4.40751 -0.46158 4.81314
H -4.19252 -2.40875 1.57030
H -5.04592 -3.15302 -0.68576
H -4.03944 -2.12890 -2.73297
H -2.19272 -0.47100 -2.46184
O -0.68882 1.08902 -2.06004
N -0.84857 2.36227 -2.45237
C -0.14789 2.78040 -3.52316
C -0.34395 4.05048 -3.99895
C -1.25938 4.87239 -3.33556
C -1.93066 4.42371 -2.22260
C -1.71390 3.12365 -1.73684
S -2.39336 2.42195 -0.33593
H 0.52832 2.04516 -3.93485
H 0.21472 4.38757 -4.85791
H -1.43119 5.88052 -3.68890
H -2.62283 5.05478 -1.68532
Te 2.23227 1.35706 -0.98700
C 2.59913 0.08060 -2.62001
C 3.93418 0.01327 -3.02754
C 4.32176 -0.81662 -4.06788
C 3.38453 -1.60760 -4.71839
C 2.05944 -1.55140 -4.31932
C 1.66498 -0.71329 -3.28162
H 4.68432 0.60834 -2.52106
H 5.36301 -0.85251 -4.36236
H 3.68808 -2.26755 -5.52064
H 1.31843 -2.16876 -4.81310
H 0.63226 -0.69341 -2.98620

=====

80
Properties=species:S:1:pos:R:3 method="wB97M-V/def2-TZVPD" multiplicity=2 s2=0.753 gap_ev="8.003 / 8.149"
Ti -0.30087 0.71833 1.07477
O -3.09079 -1.17298 -0.46175
S -1.73587 -1.31868 -0.03797
O -0.76279 -0.39738 -0.69244
O -1.50807 -1.04300 1.41686
C -1.27046 -2.99753 -0.40551
C -2.19120 -3.69658 -1.18060
C -1.92859 -5.00270 -1.55629
C -0.74917 -5.60913 -1.15530
C 0.15879 -4.90886 -0.37783
C -0.07438 -3.59087 0.01369
P 1.15800 -2.70638 1.06423
C 1.75325 -4.13011 2.06242
C 3.07757 -4.54991 2.11277
C 3.46367 -5.56327 2.98474
C 2.53123 -6.17185 3.80867
C 1.20286 -5.76225 3.76098
C 0.82193 -4.74488 2.90328
C 2.52601 -2.42920 -0.11307
C 2.51609 -2.79164 -1.45632
C 3.58858 -2.46994 -2.27859
C 4.68286 -1.78879 -1.76836
C 4.69948 -1.41578 -0.43043
C 3.62329 -1.72334 0.38572
H -3.10662 -3.20658 -1.47643
H -2.64677 -5.54263 -2.15872
H -0.53448 -6.62972 -1.44505
H 1.07346 -5.39328 -0.05970
H 3.81509 -4.09368 1.46478
H 4.49828 -5.88126 3.00958
H 2.83266 -6.96420 4.48134
H 0.46506 -6.23900 4.39445
H -0.21492 -4.42389 2.87696
H 1.66623 -3.31437 -1.87547
H 3.56352 -2.75021 -3.32385
H 5.51567 -1.53842 -2.41273
H 5.54058 -0.86768 -0.02502
H 3.62677 -1.38853 1.41652
O 3.46732 0.98776 2.26792
C 2.58154 1.22466 1.45334
O 1.58808 0.41434 1.24015
C 2.61146 2.45192 0.61575
C 3.83672 3.05222 0.39731
C 3.92770 4.15634 -0.42770
C 2.80421 4.69435 -1.02444
C 1.58128 4.12557 -0.75562
C 1.41883 2.97310 0.05403
O 0.25184 2.43646 0.24639
N 0.41998 4.77976 -1.35931
O 0.53356 5.19706 -2.49052
O -0.56446 4.94327 -0.65829
N 5.23142 4.77107 -0.67858
O 6.20256 4.26667 -0.15083
O 5.26281 5.75342 -1.39415
H 4.71875 2.64108 0.86681
H 2.87844 5.55107 -1.67784
S -2.87993 1.61975 1.26498
C -2.69449 3.11242 1.99624
N -1.68583 3.94030 1.83218
C -1.63302 5.12059 2.67784
C -3.07388 5.38240 3.10699
S -3.86066 3.74065 3.13238
H -0.96698 3.73344 1.14134
H -1.22242 5.95525 2.11200
H -0.99029 4.92398 3.54043
H -3.59815 6.01392 2.39190
H -3.13192 5.82928 4.09575
C -1.90304 -0.59162 4.93939
N -0.48152 -0.82046 4.71990
C 0.22290 -1.96063 5.05184
C 1.49344 -1.77816 4.63367
N 1.54961 -0.52553 4.06944
C 0.34053 0.05210 4.10753
S -0.11458 1.59323 3.49449
H -2.32714 -1.49377 5.37237
H -2.39025 -0.37298 3.99234
H -2.04476 0.24724 5.61801
H -0.24351 -2.79939 5.53512
H 2.34454 -2.43338 4.67286
H 2.32775 -0.14144 3.52358

=====

82
Properties=species:S:1:pos:R:3 method="wB97M-V/def2-TZVPD" gap_ev=7.091
Bi -0.38093 0.61911 0.16288
C -4.05879 -0.34615 1.41256
C -3.00896 -0.97518 0.81368
C -1.79020 -0.65793 1.54914
C -2.22091 0.17767 2.66057
C -3.57038 0.36719 2.56353
H -5.08544 -0.37499 1.08028
H -3.06551 -1.62029 -0.04811
H -1.05232 -1.43331 1.74053
H -1.56028 0.55657 3.42393
H -4.17495 0.94699 3.24614
N 1.57475 -0.49307 -3.17987
C 0.44996 0.17953 -3.58129
N -0.39946 0.69568 -2.74611
C -1.40818 1.35760 -3.40811
C -1.37320 1.25959 -4.76107
S 0.02425 0.37187 -5.24829
C -2.35270 2.16050 -2.62600
C -3.11977 3.15961 -3.12345
S -4.01774 3.89896 -1.84983
C -3.27329 2.80955 -0.72507
N -2.44477 1.95774 -1.26254
N -3.51200 2.88319 0.60639
H 1.95224 -0.15374 -2.30343
H 2.28851 -0.61856 -3.88220
H -2.06111 1.66148 -5.48215
H -3.16586 3.52922 -4.13083
H -4.27189 3.45924 0.92873
H -3.32341 2.05162 1.16655
Br -3.38877 -6.10760 1.95821
C -1.68284 -6.25267 1.15145
C -1.55226 -6.91750 -0.05660
C -0.30033 -7.01121 -0.64237
C 0.79706 -6.40343 -0.04610
C 0.66538 -5.77831 1.18857
C -0.58033 -5.70429 1.78910
N 2.05204 -6.55459 -0.72742
N 2.81679 -5.59702 -0.91840
C 2.44390 -4.27126 -0.50686
C 3.26009 -3.61045 0.37035
C 2.91712 -2.35275 0.89617
C 1.74963 -1.74004 0.50333
O 1.31378 -0.58583 0.96133
C 0.94374 -2.37225 -0.49198
N -0.15425 -1.69127 -0.89595
C -0.92278 -2.20486 -1.82320
C -0.64922 -3.44078 -2.43094
C 0.45199 -4.14847 -2.03464
C 1.28588 -3.63118 -1.02017
H -2.41544 -7.36470 -0.52748
H -0.16614 -7.54622 -1.57297
H 1.52099 -5.34294 1.68314
H -0.69310 -5.21160 2.74441
H 4.16757 -4.09640 0.70437
H 3.55848 -1.87233 1.62140
H -1.78134 -1.61994 -2.12838
H -1.30672 -3.80953 -3.20497
H 0.69805 -5.09427 -2.49737
F 1.33929 1.16546 4.62519
Te 1.91918 0.75081 2.88275
F 3.31173 -0.27027 3.57973
F 0.86917 -0.77196 3.32720
F 2.84688 2.36316 3.26526
F 3.13489 0.93001 1.43457
O 0.54539 1.61505 2.00748
C 1.01896 4.96053 3.04549
C 1.44673 5.12530 1.62986
C 1.77868 6.32262 1.05508
C 2.13176 6.32296 -0.30613
N 2.11394 5.23809 -1.05150
C 1.75886 4.06459 -0.49993
S 1.58193 2.66677 -1.40573
N 1.47696 4.02837 0.84649
C 2.52721 7.59306 -0.99289
H 1.22853 5.86644 3.60719
H 1.51539 4.10864 3.50570
H -0.05558 4.76627 3.07795
H 1.77824 7.23006 1.63749
H 1.23227 3.11485 1.24055
H 2.69835 8.40192 -0.28643
H 1.73202 7.88651 -1.67985
H 3.42260 7.42478 -1.58807

=====

Calculated values (kcal per mole) of relative energy (zero: lowest compared OMol25 entry of this formula, charge and spin) for the records, taken in order: 0.00; 13.11; 77.94; 51.82; 10.07; 48.02.